# C38H35BrF4N2O10P2S

A cluster of 3 separate species, C38H35BrF4N2O10P2S in total (ωB97M-V/def2-TZVPD, the OMol25 dataset).

Last column: Löwdin charge in e.
Atoms and positions in Å:
C (0.15, 0.11, 0.87)  -0.145
C (1.21, 1.12, 0.41)  -0.704
Br (2.91, 0.22, -0.05)  0.703
C (0.76, 2.15, -0.64)  -0.242
C (-0.05, 1.63, -1.85)  -0.596
O (-1.42, 1.43, -1.39)  -0.083
C (-2.37, 1.26, -2.36)  -0.396
F (-3.09, 2.42, -2.55)  0.037
C (-3.37, 0.11, -1.92)  -0.421
N (-2.53, -0.92, -1.31)  0.099
C (-4.36, 0.66, -0.87)  -0.111
C (-5.51, -0.29, -0.46)  -0.081
C (-5.05, -1.47, 0.39)  -0.503
O (-4.33, -1.33, 1.31)  0.146
O (-5.54, -2.71, 0.01)  0.059
S (-4.21, -0.67, -3.33)  0.785
O (-4.80, -1.93, -2.98)  -0.248
O (-5.20, 0.25, -3.78)  -0.237
C (-3.06, -1.02, -4.75)  -0.718
F (-2.83, 0.09, -5.43)  0.161
F (-1.94, -1.61, -4.40)  0.159
F (-3.70, -1.82, -5.56)  0.182
P (0.73, 0.18, -2.77)  0.752
N (0.56, -1.22, -2.11)  -0.276
P (-0.04, 3.07, -3.08)  0.777
O (1.30, 3.15, -3.74)  -0.463
H (0.32, -0.06, 1.94)  0.079
H (-0.88, 0.49, 0.79)  0.066
H (0.27, -0.88, 0.41)  0.048
H (1.47, 1.69, 1.30)  0.078
H (1.67, 2.62, -1.05)  0.098
H (0.22, 2.96, -0.12)  0.128
H (-1.98, 0.99, -3.35)  0.105
H (-2.95, -1.84, -1.42)  0.081
H (-2.48, -0.76, -0.31)  0.077
H (-4.84, 1.60, -1.18)  0.127
H (-3.80, 0.90, 0.04)  0.138
H (-6.15, -0.59, -1.28)  0.112
H (-6.17, 0.30, 0.20)  0.140
H (-4.88, -3.21, -0.49)  0.111
H (2.07, 0.56, -3.00)  0.009
H (0.08, 0.17, -4.04)  0.017
H (0.03, -1.86, -2.69)  -0.039
H (-0.98, 2.87, -4.11)  0.041
H (-0.22, 4.29, -2.39)  0.051
C (10.76, 1.42, -2.79)  -0.059
C (9.98, 0.69, -1.90)  -0.059
C (8.61, 0.87, -1.87)  -0.002
C (8.01, 1.80, -2.71)  -0.081
C (8.79, 2.55, -3.59)  -0.082
C (10.16, 2.35, -3.63)  -0.003
C (8.17, 3.58, -4.46)  -0.278
O (8.85, 4.24, -5.23)  0.102
C (6.70, 3.80, -4.38)  -0.087
C (6.11, 4.80, -5.14)  -0.004
C (4.74, 5.00, -5.07)  -0.048
C (3.95, 4.20, -4.24)  -0.057
C (4.54, 3.21, -3.48)  0.002
C (5.92, 3.02, -3.53)  -0.082
C (6.53, 1.97, -2.67)  -0.277
O (5.83, 1.29, -1.95)  0.078
H (11.83, 1.27, -2.83)  0.106
H (10.44, -0.03, -1.24)  0.107
H (8.00, 0.30, -1.18)  0.121
H (10.77, 2.93, -4.32)  0.120
H (6.71, 5.42, -5.79)  0.119
H (4.28, 5.78, -5.67)  0.106
H (2.89, 4.35, -4.19)  0.066
H (3.93, 2.60, -2.83)  0.100
C (-4.99, -4.16, 3.11)  -0.062
C (-3.61, -4.22, 2.94)  -0.061
C (-2.76, -4.01, 4.01)  0.002
C (-3.29, -3.73, 5.27)  -0.082
C (-4.68, -3.64, 5.43)  -0.082
C (-5.52, -3.87, 4.35)  0.004
C (-5.26, -3.28, 6.76)  -0.278
O (-6.46, -3.21, 6.91)  0.104
C (-4.34, -3.01, 7.89)  -0.083
C (-4.86, -2.62, 9.12)  -0.003
C (-4.01, -2.38, 10.19)  -0.059
C (-2.63, -2.53, 10.03)  -0.059
C (-2.11, -2.91, 8.81)  -0.003
C (-2.95, -3.14, 7.73)  -0.083
C (-2.37, -3.52, 6.42)  -0.278
O (-1.17, -3.65, 6.28)  0.104
H (-5.65, -4.33, 2.27)  0.102
H (-3.20, -4.44, 1.96)  0.107
H (-1.69, -4.07, 3.88)  0.121
H (-6.59, -3.81, 4.48)  0.121
H (-5.93, -2.51, 9.24)  0.120
H (-4.42, -2.07, 11.14)  0.107
H (-1.97, -2.35, 10.87)  0.107
H (-1.04, -3.02, 8.69)  0.120

Structure (SMILES): C[C@@H](Br)C[C@](O[C@H](F)[C@@](N)(CCC(=O)O)S(=O)(=O)C(F)(F)F)([PH2]=N)[PH2]=O.O=C1c2ccccc2C(=O)c2ccccc21.O=C1c2ccccc2C(=O)c2ccccc21
Charge: 0

---

# C43H81BrN3O21

A cluster of 7 separate species, C43H81BrN3O21 in total (ωB97M-V/def2-TZVPD, the OMol25 dataset).

Last column: Löwdin charge in e.
Atoms and positions in Å:
C (-5.88, 1.62, -2.65)  -0.092
C (-5.78, 1.30, -1.16)  -0.284
C (-4.31, 1.27, -0.71)  -0.629
Br (-3.57, -0.53, -0.95)  0.804
C (-4.01, 1.73, 0.69)  -0.123
C (-3.03, 2.73, 0.95)  -0.188
C (-2.08, 3.34, -0.05)  -0.103
C (-0.60, 2.91, 0.18)  -0.166
C (-0.36, 1.60, 0.97)  -0.209
C (1.01, 0.99, 0.64)  -0.198
C (1.28, -0.32, 1.41)  -0.191
C (1.24, -1.56, 0.51)  -0.188
C (2.38, -1.57, -0.52)  -0.159
C (1.95, -1.90, -1.94)  -0.171
O (1.24, -3.15, -1.95)  -0.013
C (0.01, -3.23, -2.48)  -0.569
C (-0.11, -2.78, -3.91)  0.026
O (-0.87, -3.72, -1.87)  0.130
N (-2.87, 3.24, 2.17)  0.161
N (-3.61, 2.74, 3.13)  0.111
C (-4.51, 1.76, 3.06)  -0.087
C (-5.25, 1.34, 4.30)  -0.091
C (-5.35, 2.36, 5.44)  -0.239
O (-6.18, 3.43, 5.01)  -0.033
C (-4.72, 1.18, 1.78)  -0.172
N (-5.62, 0.16, 1.65)  0.174
H (-5.08, 1.13, -3.21)  0.075
H (-6.82, 1.23, -3.06)  0.083
H (-5.84, 2.69, -2.84)  0.083
H (-6.27, 0.34, -0.97)  0.090
H (-6.32, 2.04, -0.56)  0.123
H (-3.75, 1.89, -1.42)  0.073
H (-2.40, 3.17, -1.08)  0.104
H (-2.13, 4.42, 0.11)  0.123
H (-0.12, 3.71, 0.75)  0.113
H (-0.08, 2.86, -0.78)  0.107
H (-0.36, 1.82, 2.04)  0.112
H (-1.15, 0.86, 0.78)  0.095
H (1.05, 0.78, -0.44)  0.102
H (1.78, 1.74, 0.85)  0.114
H (2.25, -0.29, 1.92)  0.113
H (0.53, -0.42, 2.20)  0.105
H (0.26, -1.62, 0.02)  0.112
H (1.32, -2.47, 1.12)  0.099
H (3.17, -2.25, -0.20)  0.123
H (2.83, -0.56, -0.59)  0.110
H (1.33, -1.09, -2.33)  0.116
H (2.82, -2.00, -2.60)  0.134
H (0.25, -1.76, -4.07)  0.074
H (-1.15, -2.85, -4.21)  0.092
H (0.51, -3.43, -4.54)  0.100
H (-3.43, 3.17, 4.03)  0.167
H (-6.28, 1.09, 4.01)  0.120
H (-4.80, 0.41, 4.70)  0.143
H (-4.37, 2.71, 5.79)  0.123
H (-5.82, 1.85, 6.29)  0.126
H (-5.74, 4.28, 5.10)  0.096
H (-5.79, -0.38, 2.49)  0.109
H (-5.43, -0.47, 0.87)  0.054
C (1.88, 1.59, -8.20)  -0.056
C (1.20, 0.82, -7.10)  -0.205
O (2.00, 0.76, -5.90)  0.033
C (1.96, 1.84, -5.13)  -0.616
O (1.28, 2.82, -5.32)  0.124
O (2.75, 1.63, -4.08)  -0.001
C (2.82, 2.73, -3.16)  -0.033
H (2.87, 1.18, -8.40)  0.085
H (1.29, 1.53, -9.12)  0.083
H (1.98, 2.64, -7.93)  0.079
H (1.07, -0.23, -7.38)  0.114
H (0.23, 1.24, -6.86)  0.123
H (1.82, 3.04, -2.86)  0.085
H (3.35, 3.57, -3.60)  0.104
H (3.37, 2.35, -2.30)  0.093
C (5.85, 4.97, 1.64)  -0.053
C (5.18, 3.92, 0.79)  -0.202
O (3.77, 4.18, 0.61)  0.020
C (3.48, 5.09, -0.31)  -0.624
O (4.26, 5.66, -1.03)  0.130
O (2.15, 5.25, -0.33)  -0.023
C (1.68, 6.22, -1.27)  -0.032
H (5.33, 5.07, 2.60)  0.084
H (6.88, 4.68, 1.83)  0.078
H (5.84, 5.94, 1.14)  0.079
H (5.21, 2.94, 1.27)  0.123
H (5.65, 3.84, -0.19)  0.123
H (2.09, 6.03, -2.26)  0.094
H (1.96, 7.22, -0.95)  0.101
H (0.60, 6.12, -1.28)  0.088
C (9.94, 0.57, 5.15)  -0.063
C (9.35, 0.25, 3.80)  -0.210
O (9.10, 1.45, 3.03)  0.028
C (10.17, 1.97, 2.44)  -0.616
O (11.29, 1.52, 2.45)  0.128
O (9.79, 3.08, 1.80)  -0.008
C (10.85, 3.78, 1.14)  -0.033
H (9.30, 1.26, 5.69)  0.081
H (10.03, -0.35, 5.74)  0.081
H (10.93, 1.01, 5.05)  0.078
H (8.38, -0.21, 3.89)  0.121
H (10.00, -0.40, 3.22)  0.123
H (11.40, 3.11, 0.48)  0.096
H (11.54, 4.21, 1.86)  0.100
H (10.37, 4.57, 0.57)  0.092
C (-4.63, -4.49, 8.63)  -0.057
C (-4.26, -3.03, 8.64)  -0.198
O (-4.69, -2.36, 7.44)  0.033
C (-5.97, -2.02, 7.41)  -0.613
O (-6.78, -2.15, 8.29)  0.141
O (-6.23, -1.47, 6.21)  -0.026
C (-7.59, -1.06, 6.03)  -0.041
H (-4.25, -4.98, 7.74)  0.080
H (-4.20, -4.99, 9.51)  0.085
H (-5.71, -4.62, 8.67)  0.080
H (-3.18, -2.90, 8.64)  0.123
H (-4.67, -2.51, 9.50)  0.124
H (-7.90, -0.38, 6.82)  0.101
H (-8.28, -1.90, 5.98)  0.104
H (-7.59, -0.54, 5.07)  0.075
C (-0.47, -4.65, -8.77)  -0.059
C (-0.14, -3.17, -8.78)  -0.224
O (-0.46, -2.56, -10.04)  0.035
C (-1.75, -2.24, -10.20)  -0.615
O (-2.62, -2.38, -9.37)  0.119
O (-1.91, -1.74, -11.42)  0.008
C (-3.25, -1.38, -11.75)  -0.032
H (0.02, -5.15, -9.60)  0.085
H (-0.12, -5.10, -7.84)  0.078
H (-1.54, -4.81, -8.85)  0.079
H (0.93, -3.01, -8.67)  0.121
H (-0.65, -2.64, -7.98)  0.114
H (-3.67, -0.71, -11.00)  0.094
H (-3.88, -2.27, -11.83)  0.099
H (-3.19, -0.89, -12.71)  0.095
C (-0.17, -5.40, 0.95)  -0.053
C (-0.72, -4.45, 1.99)  -0.215
O (-1.48, -5.14, 3.01)  0.035
C (-0.75, -5.71, 3.97)  -0.616
O (0.45, -5.66, 4.08)  0.125
O (-1.58, -6.34, 4.80)  0.000
C (-0.93, -7.04, 5.87)  -0.035
H (-0.97, -5.99, 0.52)  0.088
H (0.30, -4.82, 0.15)  0.056
H (0.57, -6.07, 1.38)  0.082
H (-1.44, -3.76, 1.55)  0.120
H (0.07, -3.88, 2.47)  0.107
H (-0.26, -6.37, 6.41)  0.094
H (-0.36, -7.88, 5.49)  0.100
H (-1.73, -7.39, 6.52)  0.091

Charge: +1

---

# C16H60N2O17

A cluster of 13 separate species, C16H60N2O17 in total (ωB97M-V/def2-TZVPD, the OMol25 dataset).

Last column: Löwdin charge in e.
Atoms and positions in Å:
O (-1.07, 3.59, 0.71)  -0.057
H (-1.31, 3.42, 1.62)  0.031
H (-0.85, 2.73, 0.34)  -0.002
O (-1.50, 2.68, -4.30)  -0.043
H (-1.21, 3.27, -3.60)  0.056
H (-2.10, 3.22, -4.84)  0.066
O (-2.43, -0.81, 2.60)  -0.039
H (-2.84, -0.68, 3.47)  0.066
H (-2.49, 0.06, 2.18)  0.053
O (-0.74, -2.64, -3.43)  -0.095
H (-0.84, -2.01, -2.68)  -0.022
H (0.10, -2.42, -3.84)  0.021
O (2.71, 4.18, -4.23)  -0.051
H (3.43, 4.60, -3.74)  0.053
H (2.00, 4.83, -4.22)  0.051
O (-2.77, -3.56, 3.03)  -0.048
H (-2.70, -2.61, 2.84)  -0.006
H (-3.70, -3.70, 3.25)  0.049
O (4.24, 1.94, -3.65)  -0.065
H (3.78, 1.11, -3.80)  0.036
H (3.55, 2.57, -3.42)  -0.024
C (0.62, -4.14, 0.36)  -0.225
C (-0.71, -4.66, -0.17)  -0.202
O (-1.77, -3.98, 0.46)  -0.095
O (0.55, -4.18, 1.79)  -0.062
H (0.77, -3.11, 0.05)  0.058
H (1.44, -4.80, 0.08)  0.126
H (-0.75, -5.75, -0.12)  0.120
H (-0.81, -4.45, -1.24)  0.115
H (-1.62, -3.79, 1.39)  0.049
H (1.38, -3.90, 2.18)  0.070
C (-5.05, -3.46, -0.20)  -0.237
C (-6.22, -2.47, -0.48)  -0.252
O (-5.96, -1.12, -0.20)  -0.057
O (-3.99, -3.15, -1.09)  -0.085
H (-5.35, -4.52, -0.19)  0.115
H (-4.62, -3.45, 0.81)  0.100
H (-7.04, -2.73, 0.19)  0.111
H (-6.61, -2.73, -1.47)  0.113
H (-5.25, -0.87, -0.81)  0.041
H (-3.23, -3.58, -0.68)  0.041
C (4.89, 5.24, 0.69)  -0.216
C (3.83, 5.60, 1.75)  -0.241
O (2.94, 4.51, 1.92)  -0.063
O (5.77, 4.23, 1.21)  -0.079
H (5.62, 6.04, 0.54)  0.118
H (4.37, 4.93, -0.21)  0.107
H (3.21, 6.35, 1.27)  0.119
H (4.29, 6.02, 2.64)  0.121
H (3.36, 3.79, 2.40)  0.069
H (5.46, 3.79, 2.00)  0.060
C (-3.59, -0.35, -4.52)  -0.206
C (-4.74, -0.51, -3.52)  -0.223
O (-4.46, 0.19, -2.32)  -0.092
O (-3.55, 1.02, -4.93)  -0.091
H (-3.81, -0.95, -5.40)  0.121
H (-2.63, -0.60, -4.08)  0.107
H (-4.88, -1.58, -3.34)  0.116
H (-5.70, -0.15, -3.91)  0.125
H (-4.32, 1.06, -2.71)  0.095
H (-2.74, 1.45, -4.63)  0.018
C (4.77, 0.35, 2.03)  -0.047
C (4.07, -0.64, 2.99)  -0.412
C (3.14, -0.01, 4.00)  -0.241
O (2.77, -0.93, 5.01)  -0.186
C (1.71, -0.49, 5.85)  -0.097
N (3.32, -1.65, 2.22)  0.055
H (5.80, 0.58, 2.33)  0.075
H (4.15, 1.22, 1.82)  0.062
H (5.08, -0.26, 1.18)  0.080
H (4.91, -1.01, 3.57)  0.136
H (2.30, 0.44, 3.44)  0.118
H (3.49, 0.88, 4.55)  0.125
H (1.13, 0.34, 5.43)  0.084
H (2.18, -0.11, 6.77)  0.084
H (1.17, -1.36, 6.21)  0.087
H (2.73, -2.25, 2.80)  0.058
H (2.63, -1.20, 1.63)  0.044
C (-0.01, -1.10, 0.48)  -0.045
C (-0.71, -0.12, -0.47)  -0.374
C (0.23, 0.75, -1.27)  -0.202
O (0.80, 1.71, -0.43)  -0.192
C (1.83, 2.48, -1.00)  -0.091
N (-1.61, -0.89, -1.38)  0.072
H (0.66, -1.73, -0.11)  0.061
H (-0.66, -1.67, 1.15)  0.067
H (0.76, -0.65, 1.12)  0.071
H (-1.39, 0.41, 0.21)  0.120
H (-0.30, 1.20, -2.12)  0.120
H (0.96, 0.15, -1.83)  0.138
H (2.77, 1.93, -1.10)  0.092
H (1.90, 3.42, -0.45)  0.085
H (1.60, 2.83, -2.01)  0.073
H (-2.21, -1.38, -0.72)  0.078
H (-2.30, -0.24, -1.76)  0.063

Charge: 0

---

# C4H12

A cluster of 2 separate species, C4H12 in total (ωB97M-V/def2-TZVPD, the OMol25 dataset).

Last column: Löwdin charge in e.
Atoms and positions in Å:
C (-1.67, -1.10, -0.08)  -0.152
C (-1.55, -0.57, 1.39)  -0.150
H (-0.93, -0.67, -0.74)  0.026
H (-1.69, -2.18, -0.04)  0.057
H (-2.65, -0.79, -0.46)  0.060
H (-0.51, -0.37, 1.60)  0.048
H (-1.77, -1.42, 2.04)  0.056
H (-2.32, 0.16, 1.57)  0.055
C (1.86, 0.13, -0.54)  -0.169
C (1.33, 1.58, -0.75)  -0.160
H (2.82, -0.01, -1.05)  0.058
H (2.13, -0.04, 0.51)  0.063
H (1.16, -0.50, -1.08)  0.042
H (1.99, 2.25, -0.21)  0.054
H (1.46, 1.89, -1.80)  0.063
H (0.33, 1.63, -0.36)  0.049

Structure (SMILES): CC.CC
Charge: 0
ΔE to the lowest compared entry with this formula, charge and spin in kcal per mole: 11.9

---

no.,gap between HOMO and LUMO (eV),largest force on an atom (eV/A)
1,8.10,2.69
2,8.06,1.88
3,9.41,2.23
4,12.99,1.90